Record 1
Density functional theory data (ωB97M-V with the def2-TZVPD basis set) for a 2-piece molecular cluster, C3H7N2O overall in a non-equilibrium geometry.

```
! wB97M-V def2-TZVPD RIJCOSX def2/J DEFGRID3
* xyz 1 1
C 0.1172 0.1352 0.4276
C 0.1482 -1.2185 0.3208
N -1.0840 -1.6441 -0.0536
C -1.9002 -0.5737 -0.2683
N -1.1583 0.4918 -0.0237
H 0.6195 0.8130 1.0964
H 1.0450 -1.8131 0.3808
H -1.5137 -2.5240 -0.2325
H -2.9434 -0.8168 -0.3842
H -1.4191 1.4278 -0.3054
H 3.3960 2.5580 0.3354
H 2.6038 2.6054 -0.9060
O 2.9492 1.9404 -0.2645
*
```

Properties
HOMO-LUMO gap in eV: 10.9
Relative energy (zero: lowest compared OMol25 entry of this formula, charge and spin) in kcal per mole: 22.31
HOMO energy in eV: -14.6

Here are the natural (NBO) charges for atoms 1 to 4, given in e: -0.040 -0.029 -0.454 0.246

Record 2
Density functional theory data (ωB97M-V with the def2-TZVPD basis set) for a 2-piece molecular cluster, C6H12O overall in a non-equilibrium geometry.

```
! wB97M-V def2-TZVPD RIJCOSX def2/J DEFGRID3
* xyz 1 2
C 0.1907 -1.2587 -2.0513
C -0.5195 -1.8142 -0.8088
C -1.0154 -0.6547 0.0019
C -0.3480 -0.0839 1.0588
C -0.6262 1.2773 1.3530
C -0.2479 1.8696 2.5393
H 1.2398 -1.4991 -1.9960
H -0.1283 -1.5889 -3.0467
H 0.1712 -0.1812 -2.2368
H -1.3700 -2.4879 -0.9292
H 0.2321 -2.2396 -0.1304
H -1.9474 -0.2528 -0.3669
H 0.4415 -0.6486 1.5773
H -1.3285 1.7091 0.6364
H 0.1092 1.2480 3.3542
H 0.0637 2.9145 2.5052
H 0.9708 1.2884 -0.6351
H 2.2481 1.4258 -0.0275
O 1.8639 0.9771 -0.7976
*
```

Properties
HOMO-LUMO gap (alpha / beta) in eV: 9.1 / 7.4
<S²>: 0.793
Relative energy (zero: lowest compared OMol25 entry of this formula, charge and spin) in kcal per mole: 35.31
HOMO energy (alpha / beta) in eV: -14.7 / -15.3

Here are the natural (NBO) charges for atoms 1 to 4, given in e: -0.621 -0.484 0.180 -0.201

Record 3
Density functional theory data (ωB97M-V with the def2-TZVPD basis set) for a 2-piece molecular cluster, C3H10IN overall in a non-equilibrium geometry.

```
! wB97M-V def2-TZVPD RIJCOSX def2/J DEFGRID3
* xyz 0 1
C -2.4172 1.8100 -4.2758
C -2.7926 1.1422 -2.9522
N -3.1266 -0.2803 -3.0400
H -1.5351 1.3141 -4.7145
H -2.1809 2.8764 -4.1216
H -3.2545 1.7349 -4.9898
H -1.9513 1.2409 -2.2395
H -3.6671 1.6608 -2.5143
H -2.3359 -0.7995 -3.4371
H -3.9098 -0.4144 -3.6892
C -0.9256 -1.0117 -0.4963
I 0.4955 -0.9448 -2.0534
H -0.8526 -1.9681 0.0483
H -1.9459 -0.9162 -0.9044
H -0.7529 -0.1873 0.2158
*
```

Properties
HOMO-LUMO gap in eV: 9.8
HOMO energy in eV: -9.3

Here are the natural (NBO) charges for atoms 1 to 4, given in e: -0.626 -0.218 -0.847 0.204

Record 4
Density functional theory data (ωB97M-V with the def2-TZVPD basis set) for a 2-piece molecular cluster, CHBrNO2 overall in a non-equilibrium geometry.

```
! wB97M-V def2-TZVPD RIJCOSX def2/J DEFGRID3
* xyz -1 1
C -2.0774 1.3299 0.0433
N -1.3562 0.4593 -0.3158
O -2.7971 2.2539 0.0937
O -0.5226 -0.4963 0.1390
Br 2.4092 0.7072 0.0041
H 0.4373 -0.1503 0.0438
*
```

Properties
HOMO-LUMO gap in eV: 8.0
Relative energy (zero: lowest compared OMol25 entry of this formula, charge and spin) in kcal per mole: 14.36
HOMO energy in eV: -4.4

Here are the natural (NBO) charges for atoms 1 to 4, given in e: 0.771 -0.244 -0.580 -0.562

Record 5
Density functional theory data (ωB97M-V with the def2-TZVPD basis set) for an isolated molecule of C5H8 in a non-equilibrium geometry.

```
! wB97M-V def2-TZVPD RIJCOSX def2/J DEFGRID3
* xyz 0 1
C 2.2987 0.2776 -1.0216
C 1.3045 0.0233 -0.2168
C 0.5442 -0.3206 0.7859
C -0.9653 -0.4044 0.8783
C -1.6855 0.2561 -0.2996
H 2.6330 -0.4901 -1.7111
H 2.8345 1.2216 -0.9840
H 1.2394 -0.4449 1.6164
H -1.2852 -1.4565 0.9419
H -1.3005 0.0518 1.8175
H -1.3743 1.2990 -0.4087
H -2.7711 0.2422 -0.1531
H -1.4725 -0.2550 -1.2451
*
```

Properties
HOMO-LUMO gap in eV: 10.2
Relative energy (zero: lowest compared OMol25 entry of this formula, charge and spin) in kcal per mole: 33.04
HOMO energy in eV: -9.2

Here are the natural (NBO) charges for atoms 1 to 4, given in e: -0.503 0.092 -0.293 -0.419

Record 6
Density functional theory data (ωB97M-V with the def2-TZVPD basis set) for C28H19AsBrIrN2OPS4Se as an isolated structure in a non-equilibrium geometry.

```
! wB97M-V def2-TZVPD RIJCOSX def2/J DEFGRID3
* xyz -2 2
Ir 2.8268 1.4259 0.4351
S 5.4707 3.6381 3.5073
As 4.9340 1.7059 2.8743
S 2.7151 1.4600 2.7326
S 5.1165 1.4502 0.6695
S 5.8466 0.1516 3.9575
Se 1.6456 1.2197 -2.8091
C 2.4353 1.0430 -4.4460
N 2.9069 0.9268 -5.5010
Br 2.4359 3.7411 -0.2268
N 2.3791 -8.4510 -0.9234
C 2.4127 -7.3130 -0.7528
C 2.4550 -5.8933 -0.5431
C 1.8869 -5.3367 0.6028
C 1.9296 -3.9714 0.8025
C 2.5463 -3.1299 -0.1323
C 3.1165 -3.7018 -1.2793
C 3.0709 -5.0653 -1.4844
C 2.5899 -1.7221 0.0638
C 2.6407 -0.5108 0.1191
H 1.4192 -5.9853 1.3321
H 1.4950 -3.5335 1.6909
H 3.5917 -3.0492 -1.9988
H 3.5119 -5.5032 -2.3701
O 0.5170 1.3181 0.1534
P -0.9633 1.3268 0.0989
C -1.6178 2.2148 -1.3186
C -1.1118 3.4978 -1.5296
C -1.5179 4.2226 -2.6360
C -2.4224 3.6693 -3.5329
C -2.9243 2.3935 -3.3251
C -2.5225 1.6621 -2.2166
C -1.6455 -0.3427 0.0493
C -0.7965 -1.3519 -0.3973
C -1.2528 -2.6629 -0.4445
C -2.5479 -2.9608 -0.0466
C -3.3969 -1.9524 0.3947
C -2.9476 -0.6422 0.4428
C -1.6599 2.1158 1.5666
C -0.9721 1.9192 2.7637
C -1.4471 2.4872 3.9345
C -2.6067 3.2516 3.9125
C -3.2874 3.4570 2.7209
C -2.8154 2.8894 1.5453
H -0.3734 3.9007 -0.8453
H -1.1100 5.2095 -2.8103
H -2.7144 4.2253 -4.4153
H -3.6150 1.9595 -4.0369
H -2.9004 0.6598 -2.0591
H 0.2148 -1.0997 -0.6927
H -0.5900 -3.4475 -0.7871
H -2.8971 -3.9860 -0.0716
H -4.4056 -2.1923 0.7079
H -3.6030 0.1473 0.7936
H -0.0528 1.3455 2.7599
H -0.9056 2.3405 4.8599
H -2.9702 3.7057 4.8262
H -4.1818 4.0676 2.7063
H -3.3352 3.0558 0.6090
*
```

Properties
HOMO-LUMO gap (alpha / beta) in eV: 6.0 / 5.0
<S²>: 0.756
Relative energy (zero: lowest compared OMol25 entry of this formula, charge and spin) in kcal per mole: 0.00
HOMO energy (alpha / beta) in eV: -2.3 / -2.3

Here are the natural (NBO) charges for atoms 1 to 4, given in e: 0.746 -0.728 0.939 -0.298

What did the first record say?
Density functional theory data (ωB97M-V with the def2-TZVPD basis set) for a 2-piece molecular cluster, C3H7N2O overall in a non-equilibrium geometry.

```
! wB97M-V def2-TZVPD RIJCOSX def2/J DEFGRID3
* xyz 1 1
C 0.1172 0.1352 0.4276
C 0.1482 -1.2185 0.3208
N -1.0840 -1.6441 -0.0536
C -1.9002 -0.5737 -0.2683
N -1.1583 0.4918 -0.0237
H 0.6195 0.8130 1.0964
H 1.0450 -1.8131 0.3808
H -1.5137 -2.5240 -0.2325
H -2.9434 -0.8168 -0.3842
H -1.4191 1.4278 -0.3054
H 3.3960 2.5580 0.3354
H 2.6038 2.6054 -0.9060
O 2.9492 1.9404 -0.2645
*
```

Properties
HOMO-LUMO gap in eV: 10.9
Relative energy (zero: lowest compared OMol25 entry of this formula, charge and spin) in kcal per mole: 22.31
HOMO energy in eV: -14.6

Here are the natural (NBO) charges for atoms 1 to 4, given in e: -0.040 -0.029 -0.454 0.246